# 1
{
  "formula": "C48H36CuN4P2Te",
  "method": "the ωB97M-V functional and the def2-TZVPD basis",
  "species": ["Cu", "C", "C", "N", "C", "C", "C", "C", "C", "C", "C", "N", "C", "C", "C", "C", "C", "C", "C", "C", "N", "C", "H", "H", "H", "H", "H", "H", "H", "H", "H", "H", "H", "H", "Te", "C", "C", "C", "N", "C", "C", "C", "P", "C", "C", "C", "C", "C", "C", "C", "C", "C", "C", "C", "C", "P", "C", "C", "C", "C", "C", "C", "C", "C", "C", "C", "C", "C", "H", "H", "H", "H", "H", "H", "H", "H", "H", "H", "H", "H", "H", "H", "H", "H", "H", "H", "H", "H", "H", "H", "H", "H"],
  "xyz": [[-0.694, -0.321, 1.450], [1.991, 1.848, 4.123], [1.402, 1.283, 2.982], [0.279, 0.609, 3.024], [-0.355, 0.447, 4.224], [0.184, 0.939, 5.422], [1.388, 1.666, 5.335], [-0.477, 0.661, 6.648], [-1.597, -0.112, 6.621], [-2.157, -0.592, 5.411], [-1.593, -0.279, 4.188], [-2.005, -0.605, 2.923], [-3.230, -1.103, 2.560], [-4.405, -1.142, 3.285], [-5.586, -1.699, 2.738], [-5.620, -2.213, 1.478], [-4.449, -2.141, 0.677], [-4.402, -2.613, -0.655], [-3.260, -2.483, -1.382], [-2.147, -1.859, -0.791], [-2.146, -1.422, 0.447], [-3.284, -1.573, 1.204], [2.917, 2.399, 4.028], [1.868, 1.376, 2.007], [1.827, 2.069, 6.240], [-0.073, 1.046, 7.576], [-2.088, -0.369, 7.552], [-3.021, -1.234, 5.459], [-4.446, -0.715, 4.273], [-6.480, -1.716, 3.348], [-6.518, -2.662, 1.072], [-5.289, -3.064, -1.085], [-3.186, -2.827, -2.404], [-1.245, -1.707, -1.368], [3.154, 1.574, -1.575], [2.650, 1.291, -3.613], [1.809, 2.179, -4.271], [1.426, 1.901, -5.576], [1.821, 0.821, -6.254], [2.640, -0.019, -5.617], [3.080, 0.169, -4.313], [1.500, 0.618, -0.767], [0.047, 1.463, -0.241], [-1.280, 1.150, -1.492], [-2.620, 1.350, -1.153], [-3.634, 1.082, -2.065], [-3.316, 0.598, -3.331], [-1.987, 0.395, -3.678], [-0.977, 0.672, -2.760], [0.229, 3.283, -0.445], [-0.420, 4.025, -1.428], [-0.198, 5.394, -1.540], [0.664, 6.040, -0.667], [1.303, 5.314, 0.330], [1.082, 3.951, 0.435], [1.636, -0.842, 0.237], [1.066, -2.256, -0.812], [0.621, -3.431, -0.211], [0.192, -4.507, -0.979], [0.204, -4.417, -2.367], [0.649, -3.250, -2.978], [1.080, -2.180, -2.203], [3.401, -1.313, 0.401], [4.083, -2.146, -0.478], [5.443, -2.374, -0.316], [6.138, -1.780, 0.730], [5.463, -0.964, 1.628], [4.104, -0.741, 1.462], [1.441, 3.069, -3.773], [0.763, 2.579, -6.103], [2.959, -0.892, -6.179], [3.739, -0.555, -3.850], [-2.874, 1.715, -0.161], [-4.670, 1.236, -1.786], [-4.103, 0.378, -4.042], [-1.732, 0.018, -4.662], [0.062, 0.516, -3.025], [-1.097, 3.541, -2.118], [-0.706, 5.955, -2.315], [0.840, 7.105, -0.763], [1.973, 5.809, 1.022], [1.589, 3.394, 1.215], [0.588, -3.498, 0.873], [-0.159, -5.412, -0.499], [-0.132, -5.253, -2.968], [0.659, -3.173, -4.059], [1.408, -1.257, -2.669], [3.560, -2.620, -1.301], [5.962, -3.020, -1.013], [7.199, -1.960, 0.850], [5.991, -0.508, 2.456], [3.581, -0.109, 2.171]],
  "mulliken_charge": [-1.171, -1.611, -0.126, 0.399, 0.232, 1.003, -0.800, -1.017, -0.866, -1.063, 0.704, 0.209, 0.244, -0.877, -0.989, -0.984, 1.412, -1.036, -1.631, 0.085, 1.053, -0.220, 0.501, 1.020, 0.420, 0.398, 0.386, 0.668, 0.633, 0.381, 0.420, 0.426, 0.590, 0.507, 0.219, 0.055, -0.066, -0.433, -0.667, -0.452, -0.183, -0.748, 1.529, 0.802, -0.304, -0.771, -0.768, -0.864, -0.357, 0.208, -0.653, -0.828, -0.485, -0.860, -0.109, 1.578, 0.405, -0.407, -0.742, -0.813, -0.617, 0.390, -0.106, -0.461, -0.793, -0.501, -0.832, -0.027, 0.424, 0.404, 0.403, 0.457, 0.538, 0.447, 0.372, 0.491, 0.286, 0.426, 0.420, 0.381, 0.435, 0.216, 0.497, 0.439, 0.382, 0.485, -0.080, 0.437, 0.406, 0.381, 0.429, 0.287],
  "e_tot_ev": -126831.604,
  "de_lowest_ev": 0.000,
  "charge": 0,
  "homo_ha": [-0.2567, -0.2555],
  "spin_multiplicity": 2,
  "s2": 0.756
}


# 2
{
  "formula": "C43H109Br3N6O6",
  "method": "the ωB97M-V functional and the def2-TZVPD basis",
  "species": ["C", "Br", "Br", "Br", "H", "C", "C", "C", "C", "C", "C", "H", "H", "H", "H", "H", "H", "H", "H", "H", "H", "H", "H", "H", "H", "C", "C", "C", "C", "C", "C", "H", "H", "H", "H", "H", "H", "H", "H", "H", "H", "H", "H", "H", "H", "C", "C", "C", "C", "C", "C", "H", "H", "H", "H", "H", "H", "H", "H", "H", "H", "H", "H", "H", "H", "C", "C", "C", "O", "C", "N", "H", "H", "H", "H", "H", "H", "H", "H", "H", "H", "H", "C", "C", "C", "O", "C", "N", "H", "H", "H", "H", "H", "H", "H", "H", "H", "H", "H", "C", "C", "C", "O", "C", "N", "H", "H", "H", "H", "H", "H", "H", "H", "H", "H", "H", "C", "C", "C", "O", "C", "N", "H", "H", "H", "H", "H", "H", "H", "H", "H", "H", "H", "C", "C", "C", "O", "C", "N", "H", "H", "H", "H", "H", "H", "H", "H", "H", "H", "H", "C", "C", "C", "O", "C", "N", "H", "H", "H", "H", "H", "H", "H", "H", "H", "H", "H"],
  "xyz": [[0.357, 9.318, -47.766], [1.095, 8.719, -46.107], [0.729, 8.096, -49.204], [1.041, 11.065, -48.208], [-0.715, 9.349, -47.676], [-3.395, 11.688, -46.441], [-2.983, 10.873, -45.213], [-4.160, 10.688, -44.238], [-4.227, 11.760, -43.146], [-5.460, 11.579, -42.259], [-6.465, 12.703, -42.342], [-2.536, 11.981, -47.058], [-3.986, 12.566, -46.195], [-3.900, 10.998, -47.119], [-2.627, 9.890, -45.531], [-2.152, 11.369, -44.701], [-4.119, 9.681, -43.812], [-5.112, 10.730, -44.785], [-3.295, 11.639, -42.589], [-4.222, 12.735, -43.637], [-6.009, 10.650, -42.451], [-5.121, 11.446, -41.226], [-5.979, 13.675, -42.224], [-6.990, 12.705, -43.298], [-7.197, 12.614, -41.538], [-3.829, 0.801, -49.822], [-3.118, 1.202, -51.108], [-4.029, 1.189, -52.322], [-3.356, 1.562, -53.614], [-4.321, 1.965, -54.738], [-3.571, 2.100, -56.064], [-4.631, 0.077, -49.994], [-4.249, 1.691, -49.365], [-3.157, 0.270, -49.144], [-2.729, 2.223, -51.026], [-2.244, 0.588, -51.349], [-4.910, 1.826, -52.156], [-4.517, 0.205, -52.392], [-2.596, 2.348, -53.488], [-2.722, 0.746, -53.993], [-5.106, 1.215, -54.843], [-4.713, 2.957, -54.508], [-2.889, 1.259, -56.233], [-4.209, 2.127, -56.948], [-2.930, 2.985, -56.037], [-5.713, 9.746, -48.967], [-6.188, 9.458, -47.546], [-6.825, 8.094, -47.419], [-6.992, 7.656, -45.952], [-5.695, 7.160, -45.327], [-5.832, 6.779, -43.855], [-5.120, 8.892, -49.300], [-5.124, 10.662, -49.024], [-6.553, 9.887, -49.649], [-5.347, 9.557, -46.853], [-6.866, 10.247, -47.200], [-6.304, 7.304, -47.974], [-7.833, 8.100, -47.851], [-7.393, 8.510, -45.388], [-7.767, 6.887, -45.862], [-5.402, 6.298, -45.943], [-4.900, 7.901, -45.462], [-6.207, 7.623, -43.273], [-6.494, 5.917, -43.771], [-4.865, 6.521, -43.420], [-3.821, 3.639, -47.417], [-3.150, 4.853, -48.029], [-2.157, 5.515, -47.092], [-1.833, 6.810, -47.561], [-2.731, 7.791, -47.085], [-2.437, 4.361, -49.246], [-4.389, 3.893, -46.515], [-3.214, 2.744, -47.280], [-4.619, 3.281, -48.078], [-3.921, 5.529, -48.405], [-1.250, 4.915, -47.015], [-2.558, 5.601, -46.067], [-2.657, 8.698, -47.685], [-2.572, 8.019, -46.023], [-3.770, 7.445, -47.183], [-1.824, 3.573, -49.037], [-1.827, 5.119, -49.548], [0.630, 10.472, -42.493], [-0.375, 9.893, -41.503], [-0.616, 8.435, -41.749], [-0.884, 8.229, -43.126], [-0.622, 6.928, -43.546], [0.064, 10.064, -40.100], [0.814, 11.522, -42.264], [0.234, 10.383, -43.502], [1.573, 9.926, -42.407], [-1.316, 10.448, -41.564], [-1.475, 8.051, -41.185], [0.267, 7.863, -41.421], [0.436, 6.639, -43.573], [-0.963, 6.826, -44.582], [-1.213, 6.189, -42.985], [0.732, 9.335, -39.860], [0.602, 10.919, -40.004], [1.290, 1.441, -49.579], [1.009, 2.525, -48.588], [1.242, 3.920, -49.101], [2.543, 3.973, -49.628], [3.025, 5.199, -50.118], [-0.374, 2.439, -48.065], [1.289, 0.435, -49.162], [2.261, 1.603, -50.049], [0.595, 1.468, -50.430], [1.670, 2.406, -47.718], [1.201, 4.663, -48.281], [0.505, 4.282, -49.834], [2.715, 6.033, -49.474], [2.552, 5.291, -51.103], [4.108, 5.278, -50.160], [-0.594, 1.497, -47.769], [-0.448, 3.031, -47.244], [2.695, 2.305, -54.988], [2.371, 3.126, -53.757], [0.890, 3.325, -53.574], [0.700, 4.460, -52.760], [-0.623, 4.605, -52.315], [3.014, 2.567, -52.567], [2.085, 1.386, -54.990], [3.740, 2.023, -55.003], [2.275, 2.819, -55.856], [2.812, 4.116, -53.916], [0.431, 2.440, -53.112], [0.421, 3.517, -54.553], [-0.853, 3.913, -51.483], [-1.359, 4.378, -53.091], [-0.744, 5.577, -51.837], [2.616, 3.071, -51.779], [2.758, 1.590, -52.452], [-5.098, 8.311, -53.195], [-4.221, 7.898, -52.038], [-4.337, 6.406, -51.741], [-5.666, 6.136, -51.338], [-5.888, 4.765, -51.029], [-2.820, 8.264, -52.241], [-6.115, 7.946, -53.077], [-4.690, 7.900, -54.126], [-5.101, 9.397, -53.305], [-4.552, 8.354, -51.093], [-3.654, 6.099, -50.945], [-4.140, 5.860, -52.682], [-6.635, 4.736, -50.233], [-4.963, 4.301, -50.674], [-6.293, 4.237, -51.898], [-2.159, 7.570, -51.921], [-2.624, 8.447, -53.216], [-7.645, 3.803, -42.191], [-7.187, 2.993, -43.406], [-8.341, 2.211, -43.995], [-8.706, 1.200, -43.064], [-9.414, 0.132, -43.645], [-6.559, 3.903, -44.361], [-6.772, 4.207, -41.688], [-8.249, 3.188, -41.525], [-8.325, 4.588, -42.541], [-6.418, 2.291, -43.075], [-8.081, 1.819, -44.985], [-9.228, 2.862, -44.049], [-10.186, 0.488, -44.331], [-9.907, -0.397, -42.826], [-8.705, -0.580, -44.080], [-6.139, 3.369, -45.113], [-7.203, 4.574, -44.764]],
  "mulliken_charge": [0.995, -0.024, 0.041, -0.041, -0.992, -1.354, 1.626, -0.525, -0.329, -0.286, -1.365, 0.386, 0.315, 0.149, -1.271, 0.591, 0.200, 0.219, -0.021, 0.439, 0.058, 0.399, 0.344, 0.282, 0.408, -1.176, 0.675, -0.890, 0.167, -0.241, -1.318, 0.464, -0.048, 0.341, -0.484, 0.396, 0.189, 0.387, -0.390, 0.403, 0.382, 0.149, 0.333, 0.372, 0.257, -1.004, 0.847, -0.223, -0.992, 2.773, -1.077, -0.252, 0.462, 0.463, -1.048, 0.523, -0.340, 0.638, 0.319, 0.390, -0.569, -1.368, 0.343, -0.152, 0.318, -1.511, 1.998, -1.244, 0.365, -0.036, 0.998, 0.093, 0.289, 0.331, -0.378, -0.342, 0.380, 0.375, -0.551, -0.439, -0.515, -0.150, -1.182, 1.159, -0.891, -0.086, -0.433, -0.741, 0.419, 0.085, 0.313, -0.352, 0.314, 0.460, 0.337, -0.336, 0.365, 0.281, 0.256, -1.389, 0.238, 0.272, -0.477, -0.477, -0.421, 0.427, 0.382, 0.169, 0.215, 0.326, -0.171, 0.137, 0.186, 0.252, 0.223, 0.233, -1.675, 0.443, -0.422, -0.321, -0.132, -0.592, 0.346, 0.399, 0.424, 0.243, 0.179, 0.397, -0.280, 0.360, 0.116, 0.038, 0.338, -1.639, 1.263, 0.338, -0.424, -0.585, -0.576, 0.373, 0.421, 0.395, -0.507, -0.323, 0.157, 0.340, -0.003, 0.354, 0.167, 0.303, -1.521, 0.205, -0.546, -0.317, -0.768, -0.226, 0.301, 0.437, 0.314, 0.359, 0.447, 0.256, 0.322, 0.247, 0.281, 0.082, 0.190],
  "e_tot_ev": -277708.628,
  "charge": 0,
  "homo_ha": -0.3317,
  "spin_multiplicity": 1
}


# 3
{
  "formula": "C4H4I2",
  "method": "the ωB97M-V functional and the def2-TZVPD basis",
  "species": ["I", "C", "C", "C", "C", "I", "H", "H", "H", "H"],
  "xyz": [[1.257, -2.592, -0.054], [1.873, -0.589, 0.258], [1.124, 0.512, 0.146], [-0.507, 0.395, 0.064], [-1.762, 0.701, -0.608], [-3.429, -0.361, 0.039], [2.892, -0.592, 0.503], [1.431, 1.564, 0.445], [-0.895, -0.448, 0.639], [-1.983, 1.410, -1.432]],
  "mulliken_charge": [0.059, -0.643, -0.108, -0.303, -0.381, 0.077, 0.467, 0.274, 0.185, 0.373],
  "e_tot_ev": -20410.844,
  "de_lowest_ev": 1.577,
  "charge": 0,
  "homo_ha": -0.3222,
  "spin_multiplicity": 1
}